Density functional theory data (ωB97M-V/def2-TZVPD) for an isolated molecule of C4H8N2 at a distorted geometry.

Net charge = 0
Orbital gap = 7.3 eV
HOMO energy = -0.23435 Eh
ΔE to the lowest compared entry with this formula, charge and spin = 2.307 eV

Last columns: bonded neighbours and bond lengths (Å).
Positions of all 14 atoms, in Å:
1 N -0.826 -1.022 -0.381  C3 1.476, C6 1.445, H13 1.006
2 N 0.862 1.060 -0.079  C4 1.326, C5 1.331, H14 1.007
3 C 0.502 -1.288 0.206  N1 1.476, C4 1.512, H10 1.104, H12 1.098
4 C 1.446 -0.128 -0.013  N2 1.326, C3 1.512, H9 1.091
5 C -0.429 1.357 0.052  N2 1.331, C6 1.507, H11 1.095
6 C -1.373 0.190 0.184  N1 1.445, C5 1.507, H7 1.112, H8 1.114
7 H -2.326 0.381 -0.358  C6 1.112
8 H -1.665 0.001 1.242  C6 1.114
9 H 2.533 -0.182 -0.100  C4 1.091
10 H 0.323 -1.454 1.282  C3 1.104
11 H -0.726 2.391 -0.153  C5 1.095
12 H 0.927 -2.215 -0.202  C3 1.098
13 H -0.737 -0.906 -1.377  N1 1.006
14 H 1.490 1.814 -0.305  N2 1.007

***

Density functional theory data (ωB97M-V/def2-TZVPD) for the ion C4H8N2 with charge +2 at a distorted geometry.

Net charge = +2
Orbital gap = 11.5 eV
HOMO energy = -0.77822 Eh
SMILES = CC1=[N+]=C1C[NH3+]
ΔE to the lowest compared entry with this formula, charge and spin = 1.545 eV

Last columns: bonded neighbours and bond lengths (Å).
Positions of all 14 atoms, in Å:
1 N 1.989 -0.913 0.373  C6 1.523, H8 1.107, H9 1.127, H11 1.032
2 N 0.033 1.029 1.094  C3 1.284, C5 1.314
3 C 0.028 0.317 0.026  N2 1.284, C5 1.413, C6 1.417
4 C -2.268 1.748 -0.073  C5 1.416, H7 1.186, H12 1.086, H13 1.122
5 C -1.010 1.229 0.321  N2 1.314, C3 1.413, C4 1.416
6 C 0.750 -0.782 -0.503  N1 1.523, C3 1.417, H10 1.104, H14 1.130
7 H -2.193 2.216 -1.160  C4 1.186
8 H 2.587 -1.841 0.296  N1 1.107
9 H 1.782 -0.935 1.480  N1 1.127
10 H 1.063 -0.650 -1.553  C6 1.104
11 H 2.509 -0.057 0.123  N1 1.032
12 H -2.789 0.827 -0.318  C4 1.086
13 H -2.848 2.344 0.679  C4 1.122
14 H 0.140 -1.721 -0.651  C6 1.130

***

Density functional theory data (ωB97M-V/def2-TZVPD) for an isolated molecule of C4H8N2O at a distorted geometry.

Net charge = 0
Orbital gap = 9.9 eV
HOMO energy = -0.36078 Eh
SMILES = N#C[C@@H](N)CCO
ΔE to the lowest compared entry with this formula, charge and spin = 2.839 eV

Last columns: bonded neighbours and bond lengths (Å).
Positions of all 15 atoms, in Å:
1 O -0.206 0.437 2.145  C6 1.416, H10 0.967
2 N -0.353 0.353 -2.180  C4 1.446, H8 1.015, H12 1.015
3 N 2.107 1.148 -0.024  C7 1.158
4 C 0.060 0.283 -0.797  N2 1.446, C5 1.517, C7 1.490, H13 1.104
5 C -0.643 -0.760 0.052  C4 1.517, C6 1.530, H11 1.093, H14 1.096
6 C -0.120 -0.815 1.489  O1 1.416, C5 1.530, H9 1.094, H15 1.100
7 C 1.537 0.329 -0.612  N3 1.158, C4 1.490
8 H -1.088 1.050 -2.250  N2 1.015
9 H -0.733 -1.519 2.060  C6 1.094
10 H 0.615 0.920 1.977  O1 0.967
11 H -0.593 -1.751 -0.408  C5 1.093
12 H 0.405 0.631 -2.794  N2 1.015
13 H -0.092 1.238 -0.263  C4 1.104
14 H -1.691 -0.442 0.073  C5 1.096
15 H 0.912 -1.196 1.505  C6 1.100

***

Looking at LUMO for the records above, in order, we have 0.96, -9.71, 0.09 eV.